Record 1
82
Properties=species:S:1:pos:R:3:lowdin_charge:R:1 method="wB97M-V/def2-TZVPD" homo_ev=-4.07 molar_mass_g_mol=896.5 homo_lumo_gap_ev=3.1 total_charge=-1 e_tot_ev=-179762.2733 lumo_energy_ev=-1.01
O -2.736 -0.091 4.983 -0.038
C -3.206 -0.111 3.598 -0.208
C -3.695 1.375 3.130 -0.031
N -3.624 2.313 4.265 -0.030
N -4.856 2.556 4.814 0.045
C -4.788 3.445 5.947 0.026
N -3.381 3.707 6.032 0.126
C -2.600 3.048 4.982 -0.156
N -1.285 3.100 4.733 0.005
C -0.502 3.943 5.736 -0.105
C -0.559 3.348 7.222 -0.129
F 0.686 2.713 7.642 -0.124
C -0.448 2.502 3.659 -0.121
O 0.172 1.200 4.007 -0.096
C 1.209 1.082 2.980 -0.171
C 2.644 1.686 3.206 0.033
C 3.761 1.618 2.105 -0.118
C 3.512 0.959 0.706 -0.278
C 2.094 0.330 0.477 -0.009
C 0.972 0.398 1.575 -0.136
C -4.388 -1.198 3.543 -0.322
F -3.764 -2.486 3.614 0.067
F -5.206 -1.104 4.728 0.048
F -5.176 -1.162 2.349 0.052
H -1.956 -0.709 4.960 0.133
H -2.330 -0.415 2.931 0.056
H -4.820 1.236 2.886 0.131
H -3.213 1.724 2.156 0.143
H -5.766 2.173 4.533 0.166
H -5.634 3.835 6.599 0.150
H -0.950 5.011 5.742 0.091
H 0.596 4.058 5.453 0.138
H -1.407 2.585 7.380 0.110
H -0.778 4.229 7.937 0.134
H 0.455 3.218 3.546 0.148
H -0.925 2.440 2.622 0.147
H 2.921 2.213 4.193 0.118
H 4.809 2.082 2.255 0.080
H 4.309 0.922 -0.146 -0.064
H 1.856 -0.162 -0.532 0.113
H -0.054 -0.075 1.293 -0.195
Br -0.607 -1.834 1.480 0.050
C -5.394 -4.049 -2.924 -0.133
C -4.282 -4.213 -3.943 -0.194
O -3.185 -3.334 -3.654 0.006
C -2.326 -3.744 -2.691 -0.357
O -2.433 -4.776 -2.086 0.203
C -1.194 -2.738 -2.527 -0.508
F -1.638 -1.460 -2.469 0.132
F -0.321 -2.789 -3.558 0.141
F -0.475 -2.936 -1.408 0.083
H -5.703 -3.004 -2.864 -0.089
H -6.258 -4.660 -3.193 0.098
H -5.065 -4.344 -1.914 0.023
H -4.653 -3.936 -4.933 0.120
H -3.939 -5.250 -4.006 0.134
Al 5.627 0.044 0.587 0.941
F 6.999 -0.425 -4.656 -0.245
Al 6.766 1.179 -3.935 0.041
F 6.092 2.288 -5.144 -0.241
F 8.324 1.804 -3.359 -0.251
F 5.640 1.051 -2.562 -0.279
C 2.069 -4.927 -5.357 -0.701
O 1.095 -4.681 -6.053 0.017
N 3.150 -5.597 -5.825 0.144
N 2.153 -4.552 -4.057 0.159
H 3.959 -5.809 -5.270 0.093
H 3.126 -5.893 -6.787 0.104
H 1.367 -4.051 -3.672 0.076
H 2.943 -4.745 -3.469 0.097
O 5.108 2.090 -10.200 -0.022
C 5.975 2.154 -9.232 -0.296
C 5.850 0.792 -8.314 -0.268
O 6.703 0.861 -7.342 0.047
H 5.878 2.992 -8.522 0.133
H 7.040 2.218 -9.511 0.126
H 5.958 -0.048 -9.020 0.130
H 4.784 0.716 -8.043 0.137
K -6.106 -1.535 -1.728 0.977
F -5.438 -4.856 -0.183 -0.751
O 0.022 6.810 6.169 -0.597
H 0.436 7.652 6.332 -0.204


Record 2
69
Properties=species:S:1:pos:R:3:lowdin_charge:R:1 method="wB97M-V/def2-TZVPD" homo_ev=-5.32 molar_mass_g_mol=820.2 homo_lumo_gap_ev=7.3 total_charge=-1 e_tot_ev=-203281.5439 lumo_energy_ev=1.93 e_above_lowest_kj_mol=140.39
Cs -0.033 -0.391 -0.383 1.748
C -1.293 -5.308 0.976 -0.077
N -2.280 -4.448 1.632 -0.288
C -3.176 -5.134 2.538 -0.119
P -1.829 -2.882 1.754 0.450
O -1.379 -2.236 0.499 -0.560
O -3.203 -2.197 2.255 -0.273
P -3.583 -0.671 1.803 0.461
O -2.489 0.258 2.153 -0.259
N -4.970 -0.359 2.611 -0.302
C -4.889 0.131 3.979 -0.100
C -6.213 -1.011 2.254 -0.104
N -3.912 -0.797 0.204 -0.286
C -4.282 -2.057 -0.429 -0.116
C -3.330 0.168 -0.758 -0.108
N -0.705 -2.680 2.925 -0.270
C 0.339 -1.639 2.817 -0.090
C -1.160 -2.883 4.297 -0.104
H -0.630 -5.784 1.706 0.087
H -0.691 -4.735 0.268 0.081
H -1.823 -6.081 0.414 0.085
H -2.634 -5.662 3.334 0.080
H -3.759 -5.878 1.990 0.083
H -3.874 -4.442 3.004 0.074
H -3.922 0.596 4.155 0.076
H -5.035 -0.676 4.708 0.082
H -5.668 0.879 4.139 0.082
H -6.234 -1.243 1.191 0.067
H -7.054 -0.343 2.457 0.083
H -6.373 -1.941 2.816 0.085
H -4.615 -2.799 0.296 0.073
H -3.422 -2.468 -0.963 0.086
H -5.106 -1.892 -1.130 0.084
H -2.893 1.021 -0.240 0.075
H -4.103 0.525 -1.441 0.086
H -2.536 -0.311 -1.334 0.026
H 0.795 -1.663 1.827 0.008
H 1.115 -1.872 3.547 0.088
H -0.081 -0.652 3.036 0.085
H -1.886 -3.693 4.372 0.061
H -1.630 -1.975 4.693 0.088
H -0.317 -3.151 4.935 0.084
Br 4.046 -0.195 -3.670 0.714
C 3.398 1.433 -2.882 -0.729
C 4.212 2.557 -2.935 -0.131
C 3.731 3.699 -2.317 -0.075
C 2.501 3.672 -1.680 -0.013
C 1.765 2.496 -1.723 -0.186
N 2.216 1.385 -2.329 0.104
C 0.401 2.449 -1.037 -0.810
O 0.344 2.994 0.082 -0.031
O -0.474 1.767 -1.625 -0.315
H 5.177 2.542 -3.421 0.088
H 4.324 4.606 -2.321 0.101
H 2.096 4.514 -1.137 0.114
Br 6.497 -5.975 -3.223 0.675
C 5.055 -4.938 -2.546 -0.704
C 3.764 -5.177 -2.984 -0.134
C 2.722 -4.414 -2.465 -0.021
C 2.960 -3.432 -1.516 -0.133
C 4.269 -3.208 -1.100 -0.032
C 5.325 -3.951 -1.609 -0.134
C 1.833 -2.602 -0.904 -0.734
O 0.692 -2.772 -1.396 -0.197
O 2.157 -1.822 0.025 -0.238
H 3.584 -5.948 -3.722 0.091
H 1.706 -4.580 -2.802 0.113
H 4.437 -2.434 -0.363 0.114
H 6.340 -3.767 -1.283 0.093


Record 3
63
Properties=species:S:1:pos:R:3:mulliken_spin:R:1 method="wB97M-V/def2-TZVPD" homo_ev="-4.96 / -5.49" molar_mass_g_mol=613.6 homo_lumo_gap_ev="5.1 / 5.6" e_tot_ev=-75760.0860 s_squared=15.760 lumo_energy_ev="0.13 / 0.13" spin_multiplicity=8 e_above_lowest_kj_mol=75.13
Eu -0.120 -0.296 0.178 6.932
C -0.566 1.361 3.048 0.029
C -1.783 0.433 3.237 -0.008
N -1.898 -0.544 2.141 0.006
C -3.262 -0.648 1.585 0.011
C -3.651 0.645 0.847 -0.002
N -2.528 1.080 0.007 0.000
C -2.238 2.515 0.045 0.006
C -1.565 2.875 1.379 0.000
N -0.492 1.910 1.688 0.006
H -0.618 2.155 3.808 0.000
H 0.345 0.779 3.221 -0.014
H -1.679 -0.063 4.209 -0.001
H -2.695 1.032 3.277 0.000
H -1.655 -1.464 2.504 -0.001
H -3.250 -1.471 0.860 -0.004
H -4.009 -0.869 2.362 0.000
H -4.557 0.444 0.266 -0.001
H -3.901 1.434 1.559 0.000
H -2.720 0.805 -0.958 -0.003
H -1.542 2.723 -0.775 -0.002
H -3.132 3.142 -0.084 0.000
H -1.184 3.896 1.307 0.000
H -2.301 2.866 2.184 -0.001
H 0.398 2.396 1.586 -0.001
S -1.714 -1.733 -1.425 -0.006
C -1.834 -0.649 -2.817 -0.004
C -2.820 -0.990 -3.748 0.003
C -3.033 -0.248 -4.891 0.000
C -2.261 0.881 -5.127 0.001
C -1.281 1.230 -4.222 0.004
C -1.038 0.488 -3.065 0.004
S 0.284 1.097 -2.054 -0.011
H -3.410 -1.873 -3.544 0.000
H -3.792 -0.553 -5.597 0.000
H -2.415 1.479 -6.013 0.000
H -0.656 2.094 -4.388 0.000
N 4.206 0.762 -0.981 0.002
C 4.295 1.722 -0.018 -0.002
C 3.221 1.535 0.801 0.006
N 2.467 0.490 0.357 0.008
C 3.091 0.033 -0.728 0.005
C 2.621 -1.104 -1.468 0.003
N 1.587 -1.835 -1.058 0.003
C 1.413 -2.805 -1.995 -0.001
C 2.350 -2.668 -2.980 -0.002
N 3.117 -1.597 -2.632 0.001
H 4.838 0.654 -1.756 0.000
H 5.083 2.445 0.004 0.000
H 2.965 2.079 1.690 0.001
H 0.619 -3.522 -1.914 0.001
H 2.525 -3.233 -3.871 0.000
H 3.855 -1.206 -3.195 0.000
C 2.819 -0.981 3.452 0.004
C 2.085 -1.829 2.456 0.018
C 2.724 -3.131 2.101 0.001
O 1.008 -1.478 1.978 0.010
H 3.895 -1.094 3.348 0.001
H 2.548 -1.313 4.456 0.001
H 2.540 0.065 3.350 0.000
H 3.126 -3.617 2.987 0.001
H 3.561 -2.946 1.428 0.000
H 2.016 -3.785 1.597 0.000


Record 4
61
Properties=species:S:1:pos:R:3:mulliken_spin:R:1 method="wB97M-V/def2-TZVPD" homo_ev="-13.65 / -14.40" molar_mass_g_mol=662.7 homo_lumo_gap_ev="6.3 / 6.5" total_charge=+2 e_tot_ev=-67717.3127 s_squared=6.039 lumo_energy_ev="-7.30 / -7.92" spin_multiplicity=5 e_above_lowest_kj_mol=619.15
P 0.132 1.790 2.412 0.724
P 1.508 -1.043 -2.629 0.011
C -0.181 0.843 -0.978 0.119
C -0.167 -0.493 -1.622 0.015
H 0.573 1.560 -1.362 0.005
H -1.009 1.591 -1.147 0.002
H -0.105 -1.253 -0.812 -0.007
H -0.933 -0.768 -2.346 -0.003
C 0.976 -0.326 -4.197 -0.001
H 1.855 -0.582 -4.822 0.001
H 0.864 0.759 -4.086 0.000
H 0.047 -0.852 -4.488 0.000
C 1.168 -2.807 -2.716 0.001
H 0.158 -2.977 -3.092 0.000
H 1.413 -3.348 -1.803 0.000
H 1.914 -3.129 -3.451 0.000
C -0.567 3.628 2.556 0.196
H -0.047 4.256 3.314 0.005
H -1.624 3.478 2.807 0.013
H -0.431 4.058 1.521 0.003
C -0.725 0.919 3.680 0.023
H -0.946 -0.123 3.415 0.010
H -1.661 1.365 3.994 0.009
H -0.058 0.788 4.531 0.023
Os -1.145 0.294 0.735 1.455
C -2.638 -0.944 -0.441 0.081
C -2.631 0.265 -1.175 -0.083
C -3.530 1.439 -0.972 -0.002
C -3.763 1.673 0.482 0.119
C -2.636 1.065 1.349 -0.112
C -2.900 -0.142 2.138 0.674
C -3.800 -1.229 1.754 -0.019
C -3.883 -1.461 0.236 -0.001
C 1.613 0.062 2.061 0.636
H -2.204 -1.821 -0.945 0.028
H -2.370 0.240 -2.246 0.005
H -4.485 1.434 -1.523 -0.001
H -2.964 2.280 -1.397 -0.008
H -3.737 2.767 0.652 0.008
H -4.786 1.402 0.808 -0.008
H -2.265 1.907 1.925 -0.034
H -3.053 0.016 3.237 0.002
H -4.849 -1.161 2.102 0.043
H -3.355 -2.127 2.221 0.046
H -3.944 -2.550 0.100 0.001
H -4.851 -1.123 -0.174 0.005
H 2.085 -0.854 1.617 0.013
H 1.760 -0.096 3.151 0.006
H 2.294 0.891 1.780 -0.009
F 7.517 -1.695 0.038 0.000
C 6.278 -1.259 -0.286 0.000
C 5.223 -2.191 -0.248 0.002
F 5.380 -3.456 0.218 0.000
C 3.965 -1.762 -0.580 -0.003
F 2.864 -2.580 -0.383 -0.004
C 3.823 -0.396 -0.886 0.019
S 2.248 0.252 -1.124 -0.007
C 4.848 0.556 -0.849 -0.004
F 4.497 1.867 -0.954 0.001
C 6.115 0.100 -0.587 -0.001
F 7.125 0.999 -0.515 0.000